153
Properties=species:S:1:pos:R:3:forces:R:3 method="wB97M-V/def2-TZVPD" e_above_lowest_ev=3.510 energy_ha=-2600.7054 smiles=COC[C@H](C)N.COC[C@H](C)N.COC[C@H](C)N.COC[C@H](C)N.COC[C@H](C)N.COC[C@H](C)N.COC[C@H](C)N.COC[C@H](C)N.COC[C@H](C)N e_lumo_ev=0.51
C -5.426156 1.084727 -0.530760 0.6 -0.3 0.9
O -5.006090 0.339611 -1.663801 -0.2 1.5 -0.3
C -4.719854 1.204813 -2.775138 -0.5 -0.1 -0.3
C -3.828664 0.431072 -3.726467 -0.8 0.2 -0.8
C -3.400633 1.291178 -4.955518 -2.5 -2.1 -0.2
N -4.479254 -0.788665 -4.277173 0.7 -0.8 1.0
H -5.646090 0.317965 0.231290 0.0 0.5 -0.1
H -6.303319 1.723731 -0.674256 -0.1 -0.3 -0.4
H -4.623832 1.764967 -0.143877 -0.3 -0.6 -0.3
H -5.636310 1.582077 -3.269890 -0.1 -0.6 0.1
H -4.266395 2.154226 -2.484154 0.6 -0.1 0.5
H -2.986560 0.127147 -3.092002 0.0 -0.1 -0.6
H -4.311245 1.459765 -5.627112 1.1 -0.2 0.9
H -2.733607 0.647068 -5.483768 0.6 -0.2 -0.6
H -2.954750 2.206875 -4.768681 0.9 1.8 0.7
H -4.434550 -1.638023 -3.646337 -0.4 1.7 -1.1
H -5.424638 -0.622854 -4.629256 0.4 -0.1 0.4
C 0.435643 4.680266 6.387050 0.1 2.5 -0.4
O 0.252928 4.829415 4.997770 0.2 0.3 0.0
C -0.909179 4.301627 4.424673 -1.0 -1.6 1.9
C -0.822740 4.563864 2.953677 0.2 -0.1 -0.6
C -2.049915 4.270710 2.142848 -0.1 0.3 -1.3
N 0.311086 3.933231 2.250292 1.5 1.1 1.3
H -0.363343 5.117600 7.000728 -0.2 0.0 -0.3
H 1.334941 5.289039 6.597669 -0.3 -0.6 0.1
H 0.544446 3.686905 6.678459 0.4 -2.0 0.4
H -1.060383 3.220921 4.787790 0.6 0.9 -1.1
H -1.835600 4.725653 4.869664 0.4 0.6 -0.3
H -0.704205 5.642840 2.836824 0.4 0.1 0.3
H -2.167873 3.200305 1.922640 -0.1 0.2 0.1
H -1.799023 4.811441 1.188805 -0.8 -0.8 0.5
H -2.967555 4.695564 2.554398 0.1 -0.1 0.0
H 1.189728 4.291694 2.737696 -1.4 -0.9 -0.8
H 0.272822 2.920241 2.364132 0.1 0.1 0.0
C -4.311713 -3.559509 2.099152 0.1 0.7 -0.1
O -3.921363 -3.254395 0.762210 -0.5 -0.4 -0.8
C -4.915754 -2.680733 -0.135599 -0.3 -0.6 1.3
C -5.156377 -3.422494 -1.470276 0.0 -0.3 0.3
C -3.920277 -3.907432 -2.191068 0.7 0.5 0.3
N -6.040235 -2.724104 -2.409962 -1.1 -0.2 0.5
H -4.862584 -2.695549 2.541748 0.6 -0.4 0.0
H -3.360266 -3.776545 2.639194 -0.9 0.3 -0.3
H -4.989767 -4.414368 2.197713 0.1 -0.2 -0.3
H -5.900005 -2.702891 0.353793 0.1 0.1 0.1
H -4.663482 -1.651089 -0.222706 0.4 0.9 -0.6
H -5.729005 -4.257843 -1.114120 -0.2 -0.9 -0.2
H -4.097225 -4.267408 -3.205959 -0.4 -0.5 0.3
H -3.329687 -4.593881 -1.563047 -0.2 0.1 -0.4
H -3.306598 -3.029995 -2.370857 0.4 0.3 0.1
H -7.022713 -2.941401 -2.182048 0.8 0.3 -0.2
H -5.951308 -1.715023 -2.415669 0.2 0.1 0.3
C 0.372700 0.647408 -6.358646 -0.4 -0.3 0.6
O -0.121063 -0.460884 -5.593552 2.1 1.1 0.7
C -0.861509 -1.368226 -6.320980 -0.9 1.1 -0.1
C -1.480900 -2.369914 -5.415163 -1.0 0.4 2.1
C -0.637910 -3.562977 -5.017525 0.5 -0.2 -1.1
N -2.650829 -2.874064 -6.129417 -1.5 -1.1 1.4
H -0.513725 1.226883 -6.581740 -0.1 0.4 -0.9
H 1.002017 0.374955 -7.211513 -0.5 -0.3 -0.3
H 1.009410 1.315023 -5.784148 0.0 -0.3 0.7
H -1.657304 -0.822552 -6.835253 -0.5 0.0 0.0
H -0.333670 -1.808597 -7.128293 1.0 -0.8 -0.8
H -1.750242 -1.865931 -4.418961 0.1 -0.1 -1.3
H -1.091092 -4.176323 -4.227130 0.1 0.3 -0.2
H 0.378855 -3.287282 -4.749760 0.0 0.1 0.2
H -0.580779 -4.143080 -5.952624 0.2 -0.3 0.4
H -2.791911 -3.789254 -5.669653 -0.2 0.2 -0.8
H -3.513799 -2.383191 -5.799937 1.0 0.1 -0.6
C 2.100767 1.357625 4.829467 1.0 -0.8 0.3
O 1.496756 0.098741 5.148030 0.5 0.6 -0.1
C 0.653335 -0.428463 4.132342 0.8 2.3 -1.2
C -0.662220 0.420599 4.044761 0.1 -0.9 -0.6
C -1.326700 0.568933 5.388729 1.1 -0.5 2.2
N -1.607730 -0.153557 3.092932 -1.0 0.1 -0.8
H 2.534423 1.383312 3.823460 0.1 -0.4 -0.1
H 2.938853 1.513147 5.548943 -0.8 -0.1 -0.4
H 1.438230 2.204387 4.838242 -0.7 0.4 0.4
H 1.246538 -0.374267 3.157622 -1.1 0.1 0.8
H 0.545315 -1.459287 4.320447 -0.7 -1.2 0.5
H -0.362580 1.380083 3.644671 0.2 0.5 0.3
H -1.787052 -0.345213 5.824856 0.4 0.1 -0.7
H -2.061992 1.325164 5.548804 -0.8 0.8 -0.8
H -0.569575 0.874003 6.141043 -0.1 -0.4 -0.4
H -1.562429 0.297650 2.141789 -0.1 -0.6 1.5
H -2.553294 -0.062432 3.513053 0.9 -0.1 -1.0
C 4.822629 -7.683446 4.293911 0.5 0.8 0.4
O 4.359732 -6.357406 4.591782 0.1 -1.9 -0.1
C 3.959048 -5.786872 3.404902 1.7 1.8 -1.1
C 3.843834 -4.319651 3.687699 -0.3 1.9 0.1
C 2.790851 -3.941966 4.742213 -0.5 -0.5 -0.7
N 3.488197 -3.485822 2.487028 0.5 -1.3 0.4
H 5.169578 -8.055222 5.244144 0.3 -0.4 0.2
H 5.669076 -7.610731 3.559018 -0.7 -0.3 0.5
H 4.007509 -8.317242 3.933254 0.1 0.0 -0.2
H 4.810959 -5.871386 2.645205 -1.1 -0.2 0.5
H 3.032537 -6.140752 2.980183 -0.5 -0.7 -0.1
H 4.851032 -3.963467 4.007346 -0.7 -0.3 0.0
H 1.761721 -4.032845 4.207114 1.5 0.1 1.3
H 3.007386 -2.897870 4.942905 -0.5 0.2 0.2
H 2.889383 -4.509565 5.696188 -0.4 0.2 -0.8
H 4.348583 -3.491741 1.943356 -0.4 0.1 -0.5
H 2.780686 -4.041350 1.981897 0.4 0.6 -0.1
C 4.267942 3.957524 -4.444817 0.7 -0.1 -0.3
O 3.319406 3.615337 -3.491313 -0.1 -0.4 0.7
C 3.587340 4.136338 -2.196416 -1.0 1.1 -1.2
C 2.367902 3.896680 -1.341769 -0.6 -0.6 0.2
C 1.252761 4.934738 -1.530044 0.4 -0.3 -1.0
N 2.828521 3.900324 0.036705 -0.5 1.2 1.1
H 5.284866 3.481314 -4.307003 -0.9 0.6 0.2
H 4.316217 5.046828 -4.548217 0.5 0.0 0.1
H 3.880512 3.587788 -5.373271 -0.1 -0.3 -0.7
H 4.478286 3.718521 -1.771336 0.5 -0.4 0.3
H 3.678743 5.231577 -2.278645 0.5 -0.1 0.0
H 1.982215 2.887470 -1.684197 0.1 0.9 0.6
H 1.570118 5.949205 -1.206536 -0.1 -0.6 -0.3
H 0.404245 4.624105 -0.917081 -0.1 0.2 -0.1
H 0.981325 4.918940 -2.620397 0.0 0.3 1.0
H 2.964134 2.974005 0.333382 0.5 -1.5 0.5
H 2.195825 4.294628 0.760721 0.2 -0.2 -1.3
C 7.019557 1.690855 0.848302 0.0 1.2 0.0
O 6.267431 0.537166 0.645685 -0.4 -0.5 0.4
C 5.019264 0.490250 1.291319 -1.9 -0.5 -1.8
C 4.051299 -0.258230 0.292498 0.8 0.0 0.4
C 4.001330 0.456028 -1.044445 -0.8 -0.1 -1.2
N 2.719526 -0.203224 0.863457 0.7 0.6 0.5
H 7.545554 1.617675 1.829147 0.2 0.3 -0.8
H 6.377307 2.605383 0.871260 0.2 -0.6 0.2
H 7.651406 1.854514 -0.063523 0.0 -0.4 1.1
H 4.927581 -0.024540 2.253073 0.8 -0.1 0.1
H 4.521355 1.462270 1.401396 0.6 0.3 0.1
H 4.485975 -1.282743 0.166611 -0.5 0.5 0.0
H 4.965597 0.703836 -1.484842 0.1 -0.3 0.1
H 3.443951 1.383042 -0.956542 0.1 0.4 0.4
H 3.381969 -0.062781 -1.826404 0.7 -0.1 0.7
H 1.984647 -0.454053 0.232612 -0.4 -0.6 0.0
H 2.662025 -0.598641 1.793590 -0.2 -0.4 -0.4
C -0.858054 -2.583257 -0.486882 0.8 -1.6 -1.4
O -0.452393 -1.280585 -0.686319 0.0 1.8 0.2
C -1.522253 -0.348026 -0.690588 -0.5 -0.3 -1.7
C -1.012652 1.045672 -1.020250 1.4 -0.5 -0.6
C -0.369855 1.041283 -2.420269 0.5 0.1 -0.4
N -0.224549 1.544165 0.132019 1.2 1.0 -0.5
H -1.598083 -2.902235 -1.262857 -0.1 0.4 1.1
H -1.048708 -2.874616 0.547331 -0.7 0.3 -0.1
H 0.018187 -3.153533 -0.798991 0.2 -0.3 0.2
H -2.287407 -0.723383 -1.446725 0.6 0.6 0.9
H -1.969996 -0.274025 0.261788 -0.8 -0.4 1.3
H -1.768345 1.796875 -1.161863 -1.2 -0.2 0.4
H -1.139060 0.746854 -3.150785 0.2 0.2 0.2
H 0.460070 0.322764 -2.615563 -0.4 0.6 0.6
H -0.061848 2.075956 -2.665691 0.1 -0.5 0.0
H -0.170143 2.583325 0.081139 -0.2 -0.9 0.1
H 0.785792 1.293213 0.067786 -1.0 -0.2 0.1